1.
Here is 2 unconnected molecules or ions with the total composition C3H3NO3S in a non-equilibrium geometry from OMol25. Energies are from wB97M-V/def2-TZVPD.

Last column: Mulliken charge in e.
Cartesian coordinates (Å):
C: 0.47036 -0.76643 0.89237  0.026
C: -2.12570 0.04760 1.59686  0.164
C: 0.90317 -0.27452 -1.31455  -0.457
N: 0.53714 -1.20522 -0.31683  -0.486
O: -2.96537 0.25060 0.88110  -0.139
O: -0.48830 1.88579 -0.57692  -0.505
O: 0.71530 0.53281 1.15898  -0.331
S: 0.86414 1.41494 -0.34333  0.518
H: 0.21315 -1.34200 1.78834  0.469
H: 1.75624 -0.38512 -1.82835  0.424
H: 0.11987 -0.15845 -1.93767  0.316

relative energy (zero: lowest compared OMol25 entry of this formula, charge and spin): 260.8 kJ/mol
total charge: 0
highest occupied orbital energy: -0.3522 Eh
lowest unoccupied orbital energy: 0.53 eV

***

2.
Here is 3 unconnected molecules or ions with the total composition C33H63F13N2O12PS3 in a non-equilibrium geometry from OMol25. Energies are from wB97M-V/def2-TZVPD.

Last column: Mulliken charge in e.
Cartesian coordinates (Å):
C: 5.84878 4.51592 -4.49048  -1.212
C: 4.91721 3.27784 -4.03833  0.696
C: 4.63458 3.25059 -2.44490  -1.344
C: 3.08413 3.16035 -2.04967  -0.271
C: 2.59574 1.68150 -2.52137  -0.203
P: 1.97176 4.57305 -2.68866  2.332
S: 3.38608 6.20412 -2.38837  -0.344
C: 2.86588 7.49283 -3.60726  -0.319
C: 3.36991 7.26345 -5.09703  0.488
O: 3.94229 8.22716 -5.67365  -0.668
O: 3.24074 6.06844 -5.84833  -0.051
C: 2.14457 6.13105 -6.78610  -0.854
C: 1.40768 4.70912 -7.00882  0.379
C: -0.11651 4.79690 -6.47121  -0.925
O: 2.14475 3.58786 -6.47155  -0.157
C: 1.63278 2.35713 -6.89987  0.401
O: 0.81655 2.17247 -7.82183  -0.606
C: 2.11868 1.04328 -6.10065  0.176
S: 2.65999 -0.32774 -7.22352  -0.276
O: 1.37258 4.61979 -1.02573  -0.879
C: 0.20979 3.75064 -0.83950  0.989
C: -0.65857 3.94432 0.48908  -0.874
C: -1.07079 2.49401 1.04542  -0.917
C: -2.31623 1.82506 0.31450  0.887
F: -2.89078 2.81631 -0.54931  -0.242
F: -3.34174 1.53765 1.26369  -0.340
C: -1.96627 0.58434 -0.63682  0.384
F: -0.78015 0.73437 -1.36159  -0.046
F: -3.01203 0.54888 -1.61596  -0.353
C: -2.08537 -0.85435 0.11230  0.385
F: -3.50060 -1.07948 0.14876  -0.306
F: -1.71681 -0.78148 1.46564  -0.023
C: -1.50318 -2.07863 -0.72574  0.605
F: -2.37018 -3.18387 -0.47544  -0.233
F: -1.60959 -1.87055 -2.12328  -0.222
S: 0.23033 -2.66188 -0.35468  1.188
F: 0.78215 -1.18393 0.12707  -0.268
F: -0.12131 -3.18404 1.17656  -0.160
F: -0.21541 -4.20172 -0.89697  -0.364
F: 0.66048 -2.34482 -1.95410  -0.359
F: 1.76821 -3.24735 -0.13755  -0.306
C: -0.50099 3.77919 -2.27902  0.360
C: -1.48335 5.03108 -2.59628  -0.716
O: -2.81239 4.56025 -2.96183  -0.145
O: -3.30436 5.37889 -3.96088  -0.439
O: 0.60875 3.56930 -3.20297  -0.359
H: 5.41105 5.53000 -4.23139  0.067
H: 6.82869 4.40975 -3.91104  0.406
H: 6.04842 4.48161 -5.61834  0.323
H: 5.52738 2.33589 -4.31053  0.257
H: 3.95958 3.19352 -4.66176  -0.586
H: 5.11075 2.26315 -2.07895  0.480
H: 5.21616 4.06859 -1.88169  0.429
H: 3.02964 3.15532 -0.89941  0.389
H: 3.47884 0.94057 -2.44082  0.426
H: 2.29834 1.66839 -3.62574  -0.327
H: 1.77317 1.25553 -1.86504  -0.385
H: 2.33063 4.47972 -4.09122  -0.459
H: 1.10445 5.65542 -3.17138  -0.563
H: 3.34403 8.47731 -3.25789  0.332
H: 1.72922 7.68393 -3.55600  0.195
H: 1.33759 6.89250 -6.52831  0.388
H: 2.60093 6.44408 -7.79689  0.225
H: 1.31504 4.60186 -8.15235  0.452
H: -0.63297 3.78407 -6.44228  0.357
H: -0.06392 5.23727 -5.41787  0.022
H: -0.76236 5.45755 -7.15860  0.365
H: 3.04449 1.37727 -5.50392  -0.084
H: 1.33759 0.68124 -5.35280  0.222
H: 3.73821 -0.93223 -6.55981  0.142
H: 0.73887 2.74533 -0.62425  -0.669
H: -1.52134 4.67541 0.40187  0.230
H: 0.05914 4.38059 1.27875  0.400
H: -1.39751 2.66379 2.13748  0.403
H: -0.14456 1.82851 1.11107  0.350
H: -1.18272 2.90380 -2.58008  -0.032
H: -1.06501 5.58022 -3.50044  0.217
H: -1.51799 5.76774 -1.70916  0.278
H: -3.97571 5.92782 -3.48632  0.296
C: -3.23160 -2.59083 8.22384  -0.691
O: -1.85302 -2.92769 8.22199  -0.376
C: -1.52126 -3.93200 7.26139  -0.813
C: -0.64926 -3.34609 6.15379  -0.418
N: -1.41135 -2.42488 5.31000  -0.026
C: -0.57719 -1.64853 4.38926  -0.349
C: 0.41738 -0.65489 5.00705  -0.882
O: -0.20139 0.43692 5.67927  -0.440
C: -0.53015 0.18426 7.03662  -0.574
H: -3.41488 -1.92268 9.06704  0.252
H: -3.50779 -2.06854 7.30367  0.295
H: -3.85254 -3.48329 8.34836  0.329
H: -2.41399 -4.41952 6.85247  0.389
H: -0.94454 -4.69473 7.79250  0.407
H: -0.25798 -4.15999 5.53509  0.348
H: 0.19586 -2.83792 6.63043  0.339
H: -1.91774 -1.77806 5.90546  0.065
H: -1.26419 -1.08254 3.75356  0.265
H: -0.03720 -2.33791 3.73148  0.250
H: 0.98110 -0.20998 4.18033  0.446
H: 1.16043 -1.14252 5.64714  0.413
H: 0.16508 -0.51173 7.51324  0.301
H: -1.55557 -0.18609 7.11553  0.203
H: -0.48704 1.13465 7.57391  0.302
C: -2.06929 -4.73276 3.11600  0.193
O: -3.07462 -5.65042 2.70950  -0.472
C: -2.74104 -6.35548 1.51286  -0.584
C: -2.51276 -7.83444 1.81258  -0.236
N: -1.28447 -8.03535 2.58261  -0.259
C: -1.13935 -9.39177 3.11274  -0.689
C: -2.16574 -9.85179 4.15849  -0.501
O: -2.08498 -9.14767 5.39366  -0.428
C: -2.83491 -7.94253 5.43604  -0.350
H: -2.45900 -4.15013 3.95132  0.149
H: -1.17226 -5.26207 3.45293  0.191
H: -1.81668 -4.04551 2.30560  -0.295
H: -1.87871 -5.91245 1.00154  0.171
H: -3.60200 -6.26353 0.84438  0.416
H: -2.44052 -8.38651 0.87028  0.412
H: -3.38769 -8.20052 2.36108  0.180
H: -1.27667 -7.38755 3.36336  -0.022
H: -0.14768 -9.43974 3.57422  0.373
H: -1.13156 -10.10094 2.27844  0.396
H: -1.93352 -10.89480 4.39871  0.347
H: -3.19061 -9.85494 3.77241  0.339
H: -3.73359 -7.98655 4.81557  0.280
H: -2.20899 -7.09606 5.14179  0.026
H: -3.14047 -7.77472 6.47182  0.296

total charge: -1
highest occupied orbital energy: -0.1737 Eh
lowest unoccupied orbital energy: 0.16 eV

***

3.
Here is 11 unconnected molecules or ions with the total composition C52H116N4O14S7 in a non-equilibrium geometry from OMol25. Energies are from wB97M-V/def2-TZVPD.

Last column: Mulliken charge in e.
Cartesian coordinates (Å):
O: 1.09069 5.13624 -8.44375  -0.693
S: 1.46065 4.68582 -7.10311  0.980
O: 2.57843 5.37901 -6.42401  -0.495
C: -0.01908 4.58033 -6.00076  -0.933
C: -0.09337 3.14400 -5.48392  0.914
C: 1.21402 2.38550 -5.68823  0.270
C: 1.73968 2.84255 -7.04056  -1.124
H: -0.87894 4.73074 -6.65353  0.489
H: -0.00114 5.33471 -5.21418  0.384
H: -0.39733 3.14904 -4.43717  -0.847
H: -0.88209 2.74209 -6.11992  0.320
H: 1.13221 1.30410 -5.57894  0.489
H: 2.01662 2.63075 -4.99268  -0.516
H: 1.16911 2.29042 -7.78734  0.415
H: 2.78961 2.67947 -7.28382  0.503
O: -6.39535 2.31895 -4.30691  -0.679
S: -5.33107 1.35189 -4.55633  1.129
O: -5.30031 0.52317 -5.76582  -0.674
C: -3.70050 2.19943 -4.53056  -0.793
C: -2.79366 1.08908 -4.01290  0.351
C: -3.48590 0.27867 -2.87112  0.800
C: -5.04272 0.31043 -3.04192  -0.911
H: -3.67958 2.98274 -3.77286  0.162
H: -3.48660 2.67129 -5.48956  0.636
H: -2.48641 0.45281 -4.84287  0.581
H: -1.90346 1.53235 -3.56662  -0.787
H: -3.11582 0.51054 -1.87244  -0.859
H: -3.19126 -0.74052 -3.12117  0.264
H: -5.43993 0.93430 -2.24122  0.328
H: -5.51676 -0.66879 -3.10900  0.456
O: 4.24200 -4.23278 -5.19428  -0.704
S: 4.51405 -3.67979 -3.86586  1.183
O: 4.72762 -4.59007 -2.73448  -0.613
C: 5.95266 -2.42791 -3.95752  -0.879
C: 5.55443 -1.21049 -3.14450  -0.640
C: 4.14478 -1.37999 -2.43092  0.398
C: 3.32926 -2.36792 -3.32787  0.332
H: 6.08822 -2.23852 -5.02234  0.415
H: 6.77907 -3.06443 -3.64130  0.384
H: 6.24815 -0.83153 -2.39401  0.541
H: 5.44413 -0.41764 -3.88432  0.094
H: 3.66585 -0.41007 -2.29680  -0.476
H: 4.42475 -1.76187 -1.44914  0.325
H: 3.05461 -1.87107 -4.25837  0.326
H: 2.50442 -2.85537 -2.80815  -0.558
O: 4.19773 -5.18235 6.35187  -0.703
S: 3.22436 -4.20216 5.88055  0.985
O: 2.61535 -3.26487 6.82564  -0.550
C: 4.03362 -3.19678 4.52235  -0.394
C: 3.55548 -3.83050 3.20650  -0.492
C: 2.04120 -4.12412 3.43457  0.788
C: 2.00578 -5.05063 4.70016  -0.878
H: 5.04521 -2.85959 4.74836  0.519
H: 3.42451 -2.29462 4.57891  -0.056
H: 3.60069 -3.03231 2.46559  0.131
H: 4.15779 -4.63975 2.79365  0.388
H: 1.60182 -4.67309 2.60170  0.021
H: 1.47930 -3.21664 3.65562  -0.590
H: 2.48078 -6.01572 4.52384  0.456
H: 1.10814 -5.13298 5.31300  0.435
O: 0.62589 -0.85706 4.74266  -0.077
S: -0.40257 -1.63481 5.43978  1.133
O: -0.64755 -3.03655 5.07763  -0.761
C: -0.20537 -1.31181 7.24946  -1.073
C: -1.33126 -0.24581 7.60537  -0.549
C: -2.57629 -0.62259 6.85243  -0.536
C: -2.07084 -0.72945 5.41054  0.032
H: 0.83770 -1.06187 7.44345  0.496
H: -0.50266 -2.24606 7.72580  0.464
H: -1.53426 -0.12548 8.66952  0.483
H: -0.93755 0.74688 7.38711  0.003
H: -3.29180 0.19649 6.92493  0.399
H: -2.95596 -1.55240 7.27598  0.315
H: -1.77959 0.24463 5.01758  -0.202
H: -2.65805 -1.16140 4.60017  -0.169
O: -4.08995 3.29882 -1.02498  -0.786
S: -2.63899 3.45247 -0.83206  0.978
O: -1.72608 3.32597 -1.94370  -0.339
C: -2.35969 4.96053 0.19527  -1.223
C: -1.42928 4.49486 1.32092  -0.393
C: -1.88126 3.08953 1.79610  0.836
C: -2.12240 2.28505 0.50528  0.531
H: -3.33724 5.34220 0.48997  0.425
H: -2.11546 5.72384 -0.54351  0.499
H: -0.39961 4.37222 0.98502  0.104
H: -1.43643 5.17430 2.17321  0.598
H: -2.78715 3.07578 2.40212  -0.096
H: -1.17393 2.66089 2.50606  -0.949
H: -2.78850 1.42424 0.56375  0.401
H: -1.16242 1.88779 0.17555  -0.857
O: -1.03546 2.86933 5.38081  -0.535
S: 0.26348 3.48150 5.06371  1.089
O: 0.25325 4.86872 4.67663  -0.713
C: 1.55794 3.11958 6.42539  -0.934
C: 2.45479 1.97026 5.91071  0.081
C: 2.47438 2.00385 4.35277  -0.992
C: 1.12117 2.46763 3.81632  0.438
H: 0.97145 3.02371 7.33915  0.475
H: 2.17707 3.99152 6.63635  0.377
H: 3.44885 1.94018 6.35686  0.514
H: 2.06977 0.97134 6.11568  -0.410
H: 2.81944 1.03650 3.98772  0.249
H: 3.22447 2.70360 3.98424  0.472
H: 0.50403 1.59798 3.59057  -0.666
H: 0.98236 2.93376 2.84085  0.604
C: -5.60798 -2.89100 4.33043  -1.481
C: -5.85051 -1.35977 4.26841  -0.361
N: -5.59290 -0.76993 2.91531  1.038
C: -6.40387 -1.43039 1.90455  -0.835
C: -5.87091 -1.24508 0.49987  -0.960
C: -5.89406 0.65738 2.97476  -0.843
C: -4.94665 1.34268 3.95181  -1.225
H: -5.54697 -3.27504 5.34870  0.425
H: -4.66176 -3.12470 3.84242  0.204
H: -6.43492 -3.48489 3.94112  0.447
H: -6.88325 -1.19023 4.57305  0.387
H: -5.22026 -0.82422 4.97841  0.152
H: -6.44275 -2.51149 2.03802  0.278
H: -7.43619 -1.08268 1.94358  0.382
H: -6.47991 -1.67683 -0.29438  0.521
H: -5.84643 -0.19093 0.22371  0.212
H: -4.83716 -1.58738 0.45219  0.061
H: -6.94471 0.86757 3.17486  0.456
H: -5.76362 1.11101 1.99226  0.340
H: -4.85455 2.41155 3.75909  0.485
H: -3.95511 0.89054 3.97487  0.151
H: -5.32951 1.29237 4.97112  0.354
C: 1.69957 4.56411 -2.04297  -1.360
C: 2.77119 4.82798 -3.08471  -0.570
N: 4.17775 4.87400 -2.61516  0.090
C: 5.16018 5.29961 -3.60838  -0.235
C: 4.92771 6.69332 -4.13949  -1.405
C: 4.61583 3.64653 -1.94117  -1.300
C: 4.52020 2.44274 -2.87137  0.173
H: 0.78285 5.04309 -2.38691  0.616
H: 2.04589 4.95098 -1.08459  0.438
H: 1.57221 3.50033 -1.84232  -0.196
H: 2.73650 4.11594 -3.90926  0.508
H: 2.40945 5.79869 -3.42377  0.493
H: 6.17097 5.20775 -3.21091  0.470
H: 5.20007 4.64414 -4.47835  0.226
H: 4.12544 6.72017 -4.87687  0.188
H: 4.68322 7.31620 -3.27905  0.346
H: 5.79955 7.21119 -4.53927  0.431
H: 4.06732 3.47261 -1.01543  0.308
H: 5.66323 3.68240 -1.64158  0.546
H: 3.48719 2.18227 -3.10190  -0.292
H: 4.94944 1.60588 -2.32045  0.177
H: 5.09510 2.54658 -3.79160  0.325
C: 1.50584 -1.33410 1.16567  -0.230
C: 0.40565 -0.24051 0.93319  -1.239
N: -0.58867 -0.68803 -0.07286  1.780
C: -0.07809 -0.77847 -1.48436  0.215
C: 0.66669 0.42726 -1.98475  -0.372
C: -1.43683 -1.83051 0.38230  -0.425
C: -2.11854 -1.57784 1.77000  -0.971
H: 2.30789 -0.95030 1.79615  0.500
H: 2.02305 -1.64014 0.25631  -0.459
H: 1.02738 -2.16266 1.68785  -0.297
H: -0.12567 -0.02039 1.85912  0.230
H: 0.83181 0.73813 0.71241  0.457
H: 0.61863 -1.61672 -1.47883  -0.779
H: -0.87522 -1.08219 -2.16293  0.457
H: 1.65415 0.65278 -1.58206  0.261
H: 0.72460 0.20618 -3.05052  0.591
H: 0.00542 1.29306 -1.95028  -0.820
H: -0.81534 -2.72395 0.32216  -0.382
H: -2.23492 -2.04424 -0.32866  0.450
H: -2.97838 -2.21510 1.97656  0.744
H: -2.53569 -0.58361 1.93000  -0.101
H: -1.42504 -1.89253 2.54982  0.198
C: 2.04612 -4.94948 -0.58262  -1.437
C: 1.58430 -5.47762 -1.95364  -0.060
N: 0.20109 -5.16206 -2.28597  0.944
C: -0.15417 -5.67651 -3.62909  -0.805
C: 0.62978 -4.96387 -4.71465  -1.078
C: -0.70226 -5.71779 -1.27849  -0.336
C: -2.19331 -5.23668 -1.51211  -1.447
H: 1.59578 -4.02359 -0.22480  0.061
H: 3.10734 -4.72053 -0.68008  0.552
H: 1.80295 -5.74343 0.12350  0.495
H: 2.14974 -5.00981 -2.75956  -0.510
H: 1.70894 -6.55914 -2.00739  0.423
H: -0.19922 -6.75628 -3.77111  0.418
H: -1.14786 -5.31988 -3.90016  0.371
H: 1.62902 -5.38751 -4.81537  0.274
H: 0.16920 -5.13172 -5.68820  0.465
H: 0.66625 -3.89129 -4.52398  0.079
H: -0.47998 -5.34179 -0.27983  0.055
H: -0.75199 -6.80443 -1.20902  0.469
H: -2.75747 -5.00901 -0.60767  0.378
H: -2.89258 -5.91492 -2.00109  0.340
H: -2.13124 -4.27005 -2.01198  0.289

relative energy (zero: lowest compared OMol25 entry of this formula, charge and spin): 0.0 kJ/mol
total charge: 0
highest occupied orbital energy: -0.3066 Eh
lowest unoccupied orbital energy: -0.07 eV